No. 1
C17H17N6O4S5SbTi | ωB97M-V/def2-TZVPD

Results
<S²> ... 0.76
Net charge ... -1
Spin multiplicity ... 2
LUMO energy (spin up / spin down) ... 2.113 / 1.966 eV
Orbital gap (spin up / spin down) ... 6.87 / 6.78 eV

Positions of all 51 atoms, in Å:
Sb1 0.03 5.44 1.80
Ti1 -0.54 2.96 0.06
S1 -1.23 3.40 2.25
S2 -2.61 0.03 0.01
S3 2.21 5.08 2.33
S4 -1.12 7.25 2.44
S5 -0.11 5.10 -0.65
O1 0.05 -1.86 5.18
O2 -3.96 0.13 -0.45
O3 -2.33 0.06 1.42
O4 2.70 -2.17 2.23
N1 -1.68 1.22 -0.62
N2 -0.48 2.32 -2.12
N3 -1.96 0.63 -2.92
N4 -0.26 -5.03 -2.03
N5 0.87 -1.21 3.16
N6 1.31 1.98 0.49
C1 -0.80 -3.83 -1.58
C2 3.49 0.47 1.29
C3 -0.64 1.93 -4.43
C4 1.14 0.85 1.18
C5 -1.95 -3.30 -2.17
C6 -0.12 2.62 -3.35
C7 0.48 -2.36 3.93
C8 3.66 1.66 0.61
C9 -0.81 -2.01 0.00
C10 -2.51 -2.12 -1.70
C11 -1.41 1.34 -1.93
C12 -1.55 0.93 -4.15
C13 2.19 0.07 1.61
C14 2.55 2.40 0.24
C15 1.96 -1.20 2.36
C16 -1.93 -1.48 -0.62
C17 -0.24 -3.18 -0.48
H1 -0.47 -5.25 -3.00
H2 1.35 -3.01 4.02
H3 -2.40 -3.81 -3.01
H4 0.71 -5.16 -1.82
H5 4.65 2.02 0.38
H6 -0.40 -1.53 0.87
H7 0.11 0.58 1.40
H8 0.38 -0.35 3.37
H9 4.32 -0.15 1.59
H10 -0.47 -2.54 5.62
H11 2.64 3.35 -0.26
H12 -3.39 -1.69 -2.15
H13 0.59 3.43 -3.46
H14 -2.00 0.34 -4.94
H15 0.64 -3.59 0.00
H16 -0.33 -2.90 3.43
H17 -0.35 2.16 -5.45


No. 2
C17H17NO3 | ωB97M-V/def2-TZVPD

Results
LUMO energy ... 0.781 eV
Orbital gap ... 9.09 eV

Positions of all 38 atoms, in Å:
O1 3.70 0.94 -0.78
O2 1.03 -2.44 -0.19
O3 1.85 2.21 -1.05
N1 1.83 0.68 0.56
C1 -3.59 -1.26 0.59
C2 -1.19 -1.80 0.12
C3 0.01 -0.80 -1.70
C4 -0.01 -1.66 -0.61
C5 3.06 -1.49 0.76
C6 -0.41 3.12 -0.67
C7 -2.33 -1.09 -0.20
C8 -1.53 2.98 0.14
C9 0.61 1.33 0.61
C10 -2.29 -0.21 -1.28
C11 2.36 -2.08 -0.48
C12 0.65 2.28 -0.42
C13 -0.50 1.20 1.42
C14 2.59 1.24 -0.45
C15 -1.13 -0.08 -2.02
C16 -1.57 2.04 1.16
C17 2.24 -0.39 1.44
H1 2.88 -3.00 -0.77
H2 3.22 -2.27 1.49
H3 -3.17 0.36 -1.54
H4 0.89 -0.67 -2.31
H5 -3.39 -1.69 1.57
H6 -4.27 -1.93 0.06
H7 -2.45 1.97 1.78
H8 2.83 0.03 2.27
H9 1.33 -0.83 1.85
H10 4.02 -1.09 0.44
H11 -1.11 0.60 -2.86
H12 2.43 -1.37 -1.30
H13 -0.37 3.85 -1.46
H14 -4.10 -0.30 0.72
H15 -2.39 3.62 -0.02
H16 -1.19 -2.49 0.95
H17 -0.54 0.48 2.21


No. 3
C17H17NO3 | ωB97M-V/def2-TZVPD

Results
LUMO energy ... 0.340 eV
Orbital gap ... 8.36 eV

Positions of all 38 atoms, in Å:
O1 5.98 2.21 2.78
O2 -5.29 -0.69 0.39
O3 -1.67 1.66 -1.96
N1 -2.92 0.05 -1.02
C1 1.98 -1.64 -0.67
C2 3.25 1.60 0.33
C3 -5.15 -0.07 -1.20
C4 -4.08 0.90 -1.16
C5 0.99 -2.06 -1.57
C6 -0.14 -1.55 -1.57
C7 0.64 0.43 -0.32
C8 -4.07 -0.79 0.96
C9 -2.96 -1.00 -0.11
C10 4.20 2.25 1.22
C11 1.76 -0.36 -0.34
C12 5.03 1.47 2.18
C13 3.60 -0.27 1.54
C14 4.69 0.00 2.10
C15 -1.78 0.65 -1.44
C16 -0.48 -0.04 -1.05
C17 2.84 0.30 0.53
H1 -3.83 1.31 -2.24
H2 3.42 -1.41 1.45
H3 -4.19 -1.82 1.51
H4 1.10 -3.20 -1.79
H5 4.48 3.24 1.02
H6 -1.01 -1.97 -2.30
H7 0.46 1.27 0.22
H8 -4.06 1.48 -0.46
H9 -6.19 0.62 -1.30
H10 -3.90 0.11 1.39
H11 5.24 -0.67 2.84
H12 -3.02 -1.95 -0.55
H13 2.72 2.36 -0.37
H14 2.97 -2.13 -0.90
H15 -2.03 -0.94 0.43
H16 6.43 1.50 3.36
H17 -5.00 -0.85 -1.95


No. 4
C17H18BN10Pt | ωB97M-V/def2-TZVPD

Results
<S²> ... 0.76
Net charge ... +2
Spin multiplicity ... 2
LUMO energy (spin up / spin down) ... -10.095 / -9.696 eV
Orbital gap (spin up / spin down) ... 4.07 / 4.47 eV

Positions of all 47 atoms, in Å:
Pt1 -0.03 0.70 -1.38
N1 0.00 -3.17 1.46
N2 -1.40 -0.97 -1.24
N3 -1.25 -1.86 -0.25
N4 -0.01 -4.27 0.67
N5 1.24 -1.84 -0.25
N6 -0.01 0.63 0.87
N7 -0.01 -0.55 1.50
N8 0.02 6.94 -1.28
N9 1.39 -0.95 -1.24
N10 0.02 2.81 -1.55
C1 2.29 -2.68 -0.26
C2 -1.18 4.88 -1.49
C3 -0.01 1.05 3.04
C4 -3.16 -2.32 -1.28
C5 0.00 -4.96 2.77
C6 -1.13 3.51 -1.59
C7 -0.01 -0.31 2.83
C8 -2.31 -2.69 -0.25
C9 3.14 -2.30 -1.28
C10 0.00 -3.57 2.75
C11 0.00 -5.34 1.42
C12 1.17 3.49 -1.36
C13 -2.54 -1.23 -1.88
C14 2.53 -1.21 -1.88
C15 -0.01 1.61 1.77
C16 1.21 4.86 -1.25
C17 0.02 5.62 -1.35
B1 -0.01 -1.86 0.68
H1 0.00 -2.91 3.59
H2 -0.83 7.48 -1.37
H3 2.16 5.36 -1.13
H4 -2.40 -3.49 0.45
H5 0.89 7.46 -1.21
H6 4.07 -2.76 -1.56
H7 -0.01 -5.60 3.63
H8 2.85 -0.63 -2.72
H9 2.08 2.91 -1.30
H10 -0.01 2.64 1.49
H11 0.00 -6.32 0.99
H12 2.39 -3.48 0.44
H13 0.00 -1.09 3.55
H14 -2.87 -0.66 -2.73
H15 -0.01 1.56 3.98
H16 -2.05 2.95 -1.72
H17 -4.09 -2.78 -1.55
H18 -2.12 5.39 -1.54


No. 5
C17H18Br2F2NO2 | ωB97M-V/def2-TZVPD

Results
Net charge ... -1
LUMO energy ... 2.673 eV
Orbital gap ... 5.84 eV

Positions of all 42 atoms, in Å:
Br1 1.62 -5.06 -2.80
Br2 -1.18 -1.22 0.40
F1 0.07 4.74 2.18
F2 0.69 1.92 -1.47
O1 -4.58 -4.85 -1.35
O2 -2.95 -3.46 -1.48
N1 -3.60 -4.59 -1.95
C1 -1.00 3.91 2.24
C2 1.90 2.48 -1.35
C3 3.02 1.69 -1.50
C4 -2.28 -3.75 -0.15
C5 4.39 3.63 -1.10
C6 -1.06 2.84 1.38
C7 4.27 2.27 -1.37
C8 3.25 4.41 -0.95
C9 -2.15 1.99 1.44
C10 0.93 -5.35 -0.04
C11 -3.09 3.33 3.21
C12 -2.00 4.18 3.16
C13 -3.17 2.23 2.36
C14 1.99 3.83 -1.08
C15 1.12 -4.24 -1.07
C16 -0.09 -3.29 -1.25
C17 -0.93 -3.20 0.01
H1 -2.25 -4.82 -0.01
H2 1.57 -6.19 -0.31
H3 1.97 -3.65 -0.77
H4 -4.02 1.57 2.40
H5 -0.09 -5.71 -0.01
H6 -1.91 5.03 3.81
H7 1.09 4.42 -0.97
H8 1.26 -4.99 0.92
H9 5.16 1.67 -1.49
H10 -2.21 1.13 0.78
H11 2.91 0.63 -1.70
H12 -0.63 -3.61 -2.14
H13 -3.89 3.52 3.92
H14 0.32 -2.32 -1.47
H15 5.37 4.08 -1.00
H16 3.33 5.46 -0.73
H17 -2.93 -3.34 0.61
H18 -0.26 2.66 0.68


No. 6
C17H18BrN7O2S2 | ωB97M-V/def2-TZVPD

Results
LUMO energy ... 0.400 eV
Orbital gap ... 9.34 eV

Positions of all 47 atoms, in Å:
Br1 4.13 1.81 -0.71
S1 -2.97 2.99 -0.86
S2 -3.17 -2.28 -0.71
O1 2.67 1.02 1.72
O2 -4.89 -0.34 -1.19
N1 -0.64 -2.18 -0.42
N2 -0.95 -1.05 -1.07
N3 0.98 -0.42 1.32
N4 -2.79 0.18 -1.82
N5 -3.14 0.99 0.96
N6 -2.33 0.26 1.74
N7 -1.10 1.80 0.78
C1 4.56 -2.17 -1.69
C2 3.68 -2.82 -0.85
C3 -1.12 0.73 1.64
C4 -1.66 -2.92 -0.17
C5 0.02 2.57 0.29
C6 2.91 -2.10 0.04
C7 -2.22 -0.94 -1.28
C8 2.23 0.06 1.13
C9 0.08 0.16 2.31
C10 0.41 2.15 -1.12
C11 -4.38 1.99 -1.44
C12 3.92 -0.08 -0.73
C13 -2.40 1.91 0.39
C14 3.02 -0.71 0.12
C15 4.69 -0.80 -1.63
C16 -0.34 -0.90 3.33
C17 -4.08 0.51 -1.45
H1 -2.14 0.92 -2.06
H2 5.37 -0.27 -2.28
H3 0.65 0.96 2.81
H4 0.54 -1.31 3.82
H5 -0.99 -0.45 4.08
H6 3.58 -3.90 -0.89
H7 0.49 1.06 -1.19
H8 5.16 -2.73 -2.39
H9 -0.89 -1.69 2.83
H10 -0.33 2.49 -1.84
H11 -5.24 2.16 -0.79
H12 -4.61 2.35 -2.45
H13 0.86 2.41 0.97
H14 -0.25 3.63 0.31
H15 0.61 -1.17 0.75
H16 -1.58 -3.85 0.36
H17 1.36 2.59 -1.38
H18 2.24 -2.62 0.71


Number 1: calculated total energy -4368.45862 Ha. Number 2: calculated total energy -938.51477 Ha. Number 3: calculated total energy -938.13210 Ha. Number 4: calculated total energy -1349.78513 Ha. Number 5: calculated total energy -6211.47455 Ha. Number 6: calculated total energy -4562.81420 Ha.